No. 1
A molecular structure, C18H48Cl3F6NO24S2Zr. Source: OMol25; level of theory: wB97M-V/def2-TZVPD.

Computed properties:
- E_tot: -146871.14461 eV
- Kohn-Sham gap: 6.125 eV

```
! RIJCOSX wB97M-V def2-TZVPD def2/J DEFGRID3
* xyz 0 1
Zr 4.0164 4.9908 -7.7208
Cl 6.8177 0.0826 -8.1928
O 7.1975 -0.4588 -9.4957
O 6.2742 1.3456 -8.4775
O 5.7329 -0.6035 -7.5558
O 7.9500 0.1415 -7.3359
Cl 8.0543 4.3446 -10.0114
O 6.7185 3.9866 -9.9198
O 8.2140 5.1185 -11.2263
O 8.8647 3.1460 -10.0925
O 8.3657 5.1942 -8.8694
Cl 2.4328 10.8270 -9.6412
O 2.2752 9.4652 -9.0255
O 2.4188 10.6999 -11.0471
O 1.4201 11.7299 -9.0772
O 3.7451 11.3613 -9.2865
C 3.2889 8.9380 -5.4184
F 2.1039 9.6139 -5.5641
F 4.2908 9.5476 -6.1540
F 3.6957 8.7208 -4.1973
S 2.7607 7.2799 -6.2718
O 1.3553 6.9938 -6.2124
O 3.3387 7.0970 -7.6425
N 3.7830 5.8739 -5.8482
S 3.5548 5.6613 -4.2897
O 2.4081 6.4733 -3.7585
O 3.4416 4.2004 -4.1134
C 5.1835 6.2754 -3.4901
F 5.9919 5.2216 -3.2050
F 5.8578 7.0450 -4.4152
F 4.9433 7.0679 -2.4569
C 6.8248 3.1146 -4.8429
C 6.7408 4.1242 -5.9031
O 5.7755 3.8159 -6.9497
H 5.8303 2.8059 -4.5205
H 7.3605 3.5421 -3.9954
H 7.3216 2.2050 -5.1803
H 7.7153 4.2422 -6.3768
H 6.5654 5.1055 -5.4623
H 6.2244 3.0270 -7.2624
C 4.8500 2.8500 -13.9576
C 4.8182 4.1392 -13.1803
O 3.7176 4.0632 -12.2322
H 4.9438 1.9915 -13.2926
H 5.7275 2.7603 -14.5979
H 4.0462 2.6320 -14.6608
H 4.4997 4.9875 -13.7860
H 5.7715 4.5372 -12.8326
H 2.9800 4.2265 -12.8246
C 7.2998 8.2878 -8.7950
C 6.1586 7.8060 -7.8221
O 5.8252 6.3662 -8.1106
H 7.4830 9.3442 -8.5992
H 7.1292 8.0794 -9.8512
H 8.2436 7.8351 -8.4906
H 5.2472 8.3996 -7.8928
H 6.4806 7.8218 -6.7809
H 6.6696 6.0616 -8.4507
C 3.5078 1.3709 -10.5413
C 2.8862 2.4922 -9.7084
O 3.9890 3.1343 -8.9576
H 2.7589 1.2634 -11.3259
H 3.4797 0.4912 -9.8984
H 4.4845 1.5685 -10.9832
H 2.0580 2.0846 -9.1288
H 2.3431 3.1437 -10.3930
H 4.7339 2.5293 -8.9833
C 3.4894 7.3647 -11.5359
C 4.5560 6.6320 -10.7164
O 4.1200 5.4902 -9.9979
H 2.6072 7.6199 -10.9488
H 3.1247 6.6132 -12.2362
H 3.8573 8.2306 -12.0863
H 4.9029 7.4172 -10.0447
H 5.4247 6.3587 -11.3154
H 4.0983 4.8995 -10.7544
C 0.6283 5.4853 -10.2147
C 0.9131 5.7384 -8.7721
O 1.8192 4.8342 -8.2826
H 1.4366 5.5996 -10.9370
H -0.3106 5.9543 -10.5091
H 0.3749 4.4397 -10.3898
H -0.0336 5.6433 -8.2403
H 1.2095 6.7788 -8.6383
H 1.3104 4.0203 -8.3005
C -0.8488 4.7201 -3.1508
C 0.4295 3.9587 -3.2939
O 0.7500 3.9747 -4.7508
H -1.5919 4.5138 -3.9211
H -0.5816 5.7753 -3.2074
H -1.2828 4.5546 -2.1647
H 0.2230 2.9443 -2.9527
H 1.1756 4.4003 -2.6332
H -0.0240 3.5731 -5.1524
C 2.0354 0.9743 -5.7747
C 3.0812 1.9469 -6.2130
O 2.7312 3.3185 -6.4473
H 1.2172 0.9202 -6.4928
H 1.5995 1.2914 -4.8273
H 2.5174 0.0068 -5.6340
H 3.6136 1.4705 -7.0362
H 3.7890 1.7899 -5.3990
H 2.1978 3.4214 -5.6558
*
```

No. 2
6 unconnected molecules or ions with the total composition C18H48NO6P. Source: OMol25; level of theory: wB97M-V/def2-TZVPD.

Computed properties:
- ΔE to the lowest compared entry with this formula, charge and spin: 0.0 kcal/mol
- E_tot: -42504.59492 eV
- Kohn-Sham gap: 8.911 eV
- SMILES string: [H]/N=C(/C)CPCCCCOC.CCO.CCO.CCO.CCO.CCO

```
! RIJCOSX wB97M-V def2-TZVPD def2/J DEFGRID3
* xyz 0 1
H -2.3124 2.2327 2.8994
N -2.3798 2.3982 1.8861
C -1.3666 1.8671 1.2891
C -1.2857 2.0261 -0.2629
C -0.3012 1.1226 2.1844
P 1.0319 0.3502 1.1032
C 2.5541 -0.1579 2.1065
C 3.6733 -0.5538 1.0126
C 4.4099 0.7512 0.4656
C 5.9226 0.8063 0.9252
O 6.1495 1.7836 1.9551
C 6.1233 3.0956 1.3887
H -1.9599 1.2720 -0.7197
H -1.7026 3.0466 -0.4845
H -0.2527 2.0213 -0.6732
H 0.0965 1.8881 2.9103
H -0.8610 0.3702 2.8001
H 1.5160 1.4490 0.3048
H 2.2842 -1.0212 2.7674
H 2.9015 0.7166 2.7168
H 4.3795 -1.3307 1.3818
H 3.0871 -0.9500 0.1151
H 3.8240 1.6569 0.7597
H 4.4111 0.7441 -0.6599
H 6.3036 -0.1761 1.2972
H 6.5475 1.0958 0.0292
H 6.8658 3.2086 0.5556
H 6.3348 3.8428 2.1969
H 5.1012 3.3443 0.9980
C -3.8229 -0.9031 -3.6397
C -3.7777 0.5186 -3.1161
O -2.4330 0.9026 -2.8441
H -3.3864 -1.5920 -2.9137
H -4.8503 -1.2126 -3.8459
H -3.2374 -0.9935 -4.5574
H -4.3439 0.6032 -2.1873
H -4.2042 1.2161 -3.8446
H -1.9395 0.8352 -3.6685
C -1.7166 -3.9926 -6.4403
C -1.5503 -2.4939 -6.6015
O -0.9939 -1.9230 -5.4207
H -2.3636 -4.2158 -5.5896
H -2.1497 -4.4374 -7.3386
H -0.7526 -4.4694 -6.2433
H -2.5168 -2.0194 -6.7768
H -0.8947 -2.2643 -7.4478
H -0.1374 -2.3362 -5.2733
C -2.3857 -3.5380 3.4438
C -0.8838 -3.6999 3.3097
O -0.3515 -2.7136 2.4297
H -2.8679 -3.6240 2.4681
H -2.8030 -4.2950 4.1110
H -2.6343 -2.5486 3.8376
H -0.6407 -4.6795 2.8968
H -0.3941 -3.6051 4.2845
H -0.5585 -1.8503 2.8005
C 0.0780 -2.7289 -1.9778
C 1.4269 -3.3927 -1.7713
O 2.2102 -2.6513 -0.8420
H 0.2054 -1.7079 -2.3438
H -0.5281 -3.2873 -2.6959
H -0.4686 -2.6634 -1.0335
H 1.9793 -3.4368 -2.7115
H 1.3039 -4.4137 -1.3947
H 1.7266 -2.6199 -0.0068
C -1.8603 4.9728 3.7786
C -2.8873 5.7163 4.6102
O -2.3780 5.9875 5.9136
H -1.5847 4.0330 4.2621
H -2.2472 4.7556 2.7819
H -0.9437 5.5617 3.6793
H -3.7913 5.1175 4.7252
H -3.1596 6.6642 4.1344
H -1.5867 6.5243 5.8104
*
```

No. 3
9 unconnected molecules or ions with the total composition C18H49N16O14PS2. Source: OMol25; level of theory: wB97M-V/def2-TZVPD.

Computed properties:
- ΔE to the lowest compared entry with this formula, charge and spin: 220.5 kcal/mol
- E_tot: -102921.94057 eV
- Kohn-Sham gap: 7.129 eV
- SMILES string: C#CC[C@@]1(P(CC)CC)OS(=O)(=O)O[C@@H]1S(C)(=O)=O.NC(N)=O.NC(N)=O.NC(N)=O.NC(N)=O.NC(N)=O.NC(N)=O.NC(N)=O.NC(N)=O

```
! RIJCOSX wB97M-V def2-TZVPD def2/J DEFGRID3
* xyz 0 1
C 6.3560 0.0605 -0.3328
C 4.9738 0.3915 -0.2819
C 3.4311 0.9492 -0.0342
C 2.3754 -0.2681 0.4055
P 0.5086 0.1212 0.5017
C -0.2400 0.6067 -1.1851
C -0.7970 2.1451 -1.2873
C 0.0653 1.3406 1.8989
C 1.2657 2.3612 2.3485
O 2.4309 -1.1066 -0.8389
S 2.2134 -2.7356 -0.3569
O 0.7468 -3.1898 -0.6159
O 3.1354 -3.7638 -1.0754
O 2.2672 -2.6263 1.3590
C 3.0260 -1.3406 1.5122
S 3.0301 -0.8712 3.3246
C 3.6996 -2.3986 4.2575
O 4.0789 0.2653 3.6340
O 1.6349 -0.5944 3.9368
H 7.5346 -0.0940 -0.4320
H 3.0504 1.3242 -1.0845
H 3.4831 1.8188 0.7459
H 0.5954 0.4640 -1.9937
H -1.0948 -0.1877 -1.4265
H -1.2845 2.2606 -2.3676
H 0.1196 2.9054 -1.2461
H -1.6323 2.4117 -0.4936
H -0.4006 0.7114 2.7844
H -0.8242 2.0244 1.4997
H 0.9072 3.0442 3.2477
H 2.2923 1.8438 2.5715
H 1.4457 3.1163 1.4416
H 4.1217 -1.7148 1.3369
H 4.8231 -2.6213 4.0172
H 3.0571 -3.3157 3.8449
H 3.4743 -2.2270 5.4056
N -4.1458 5.1873 -2.6373
C -3.4146 5.1972 -1.5081
N -4.0916 5.5709 -0.4074
O -2.2328 4.8916 -1.4843
H -5.1199 5.4356 -2.6768
H -3.6743 4.9118 -3.4888
H -3.5782 5.5918 0.4641
H -5.0647 5.8261 -0.4071
N -1.0481 7.9522 1.0014
C -2.2175 7.7716 1.6414
N -2.8287 8.9087 2.0199
O -2.6861 6.6657 1.8606
H -0.6462 8.8547 0.8117
H -0.5555 7.1219 0.6993
H -3.7118 8.8174 2.5048
H -2.4585 9.8282 1.8484
N -2.0981 -4.3420 -2.2114
C -2.4409 -4.9034 -3.3849
N -1.4073 -5.3930 -4.0931
O -3.5962 -4.9637 -3.7752
H -1.1526 -4.2830 -1.8730
H -2.8463 -3.9611 -1.6472
H -1.6218 -5.8242 -4.9828
H -0.4495 -5.3527 -3.7883
N -3.7299 2.6783 3.0915
C -4.1021 1.9450 2.0269
N -5.0246 1.0026 2.2926
O -3.6404 2.1206 0.9104
H -4.0988 2.5487 4.0184
H -3.0374 3.3989 2.9348
H -5.3324 0.4283 1.5187
H -5.4166 0.8430 3.2053
N -5.4962 -2.8791 -2.8594
C -6.6656 -3.0597 -2.2195
N -7.2768 -1.9227 -1.8410
O -7.1342 -4.1656 -2.0003
H -5.0943 -1.9767 -3.0492
H -5.0036 -3.7095 -3.1615
H -8.1599 -2.0140 -1.3561
H -6.9066 -1.0031 -2.0125
N 4.6771 -2.9658 -5.4583
C 4.9988 -2.1361 -4.4494
N 4.4282 -2.4426 -3.2704
O 5.7478 -1.1826 -4.5923
H 4.0623 -3.7559 -5.3601
H 5.0854 -2.7705 -6.3630
H 4.6441 -1.8431 -2.4846
H 3.8089 -3.2234 -3.1332
N 2.5109 2.6555 7.4162
C 2.1681 2.0941 6.2427
N 3.2017 1.6044 5.5345
O 1.0128 2.0338 5.8524
H 3.4565 2.7145 7.7546
H 1.7627 3.0364 7.9805
H 2.9872 1.1733 4.6448
H 4.1596 1.6448 5.8393
N 1.3782 -8.0302 -2.5483
C 1.8910 -7.2129 -3.4858
N 2.9298 -7.7277 -4.1680
O 1.4494 -6.0950 -3.7000
H 1.7281 -8.9538 -2.3574
H 0.5947 -7.6812 -2.0119
H 3.3454 -7.1450 -4.8830
H 3.3075 -8.6459 -4.0060
*
```

- Look up the E_tot of the third one.
  -102921.94057 eV

- Which of these has the highest Kohn-Sham gap?
  C18H48NO6P